Record 1
This record from the OMol25 dataset describes the molecule C13H29ClO3P2SSi. The level of theory is ωB97M-V/def2-TZVPD.

```
50
Properties=species:S:1:pos:R:3:forces:R:3:lowdin_charge:R:1
C -4.199962 1.462455 1.944881 -0.3 0.5 0.1 -0.06
C -3.204440 2.102423 1.011908 0.2 0.2 0.0 -0.35
C -1.826860 2.364675 1.570048 0.2 -1.0 -0.3 -0.07
C -3.532111 2.391832 -0.256117 0.0 0.1 0.3 -0.09
C -2.620464 2.253335 -1.456457 -0.2 0.6 0.2 -0.18
C -1.683926 1.046618 -1.373806 0.6 0.0 -0.2 -0.20
C -0.469282 1.146445 -2.344526 -0.5 0.0 0.0 -0.35
C -0.485950 -0.008632 -3.350961 0.3 0.3 -0.2 -0.07
C 0.878556 1.364868 -1.608772 -0.1 -0.1 -0.1 -0.21
C 1.884421 0.193975 -1.592886 0.0 0.2 0.4 -0.32
Si 1.749016 -1.085242 -0.230910 -0.1 -0.3 -0.5 0.10
S -0.262006 -1.755862 0.110281 -0.3 0.2 0.0 0.53
C 2.562374 -0.605334 1.398299 -0.5 -0.1 0.0 -0.37
C 1.776657 0.342194 2.305413 0.5 -0.2 0.7 -0.79
C 2.214965 0.188733 3.767620 0.1 -0.1 -0.3 -0.13
Cl 2.089302 2.042870 1.813754 -0.2 0.0 -0.2 0.63
P 3.023259 -2.810233 -0.982279 1.1 0.0 0.6 0.64
P 1.921451 -4.648335 -0.621465 -1.0 0.1 -0.9 0.15
O 0.683747 -4.813422 -1.400136 0.1 0.0 0.1 -0.35
O 1.747368 -4.741056 0.964463 0.4 0.1 0.0 -0.17
O 2.950275 -5.823884 -0.964902 0.1 0.1 0.2 -0.18
H -3.844321 1.426571 2.975060 0.0 0.1 0.0 0.07
H -5.175061 1.956961 1.921147 0.0 0.0 0.0 0.08
H -4.365193 0.434195 1.618795 0.0 0.0 0.1 0.08
H -1.196895 1.465223 1.614450 0.0 0.0 0.1 0.05
H -1.287123 3.091368 0.965712 0.0 0.1 0.1 0.08
H -1.928957 2.707407 2.600282 0.0 0.2 -0.1 0.08
H -4.552935 2.727387 -0.425999 -0.3 -0.9 -0.3 0.10
H -2.043073 3.162473 -1.669029 0.0 0.0 0.1 0.11
H -3.289670 2.116010 -2.310426 0.1 0.1 -0.1 0.11
H -1.286820 0.954758 -0.367794 -0.1 -0.1 0.0 0.04
H -2.220269 0.121433 -1.593083 -0.2 0.1 0.2 0.11
H -0.652733 2.053730 -2.927046 0.2 0.0 0.0 0.12
H -1.255798 0.175997 -4.102047 -0.2 -0.2 0.2 0.08
H -0.661795 -0.979759 -2.884250 0.0 0.0 0.0 0.07
H 0.449884 -0.065782 -3.911950 0.0 0.0 0.0 0.07
H 1.379651 2.220711 -2.065896 0.0 0.0 0.0 0.11
H 0.674989 1.653104 -0.575429 0.0 0.1 0.0 0.06
H 2.874621 0.628780 -1.403707 0.1 -0.1 0.0 0.08
H 1.960782 -0.316216 -2.551708 -0.1 0.0 0.0 0.05
H -0.164399 -2.083145 1.406519 0.2 0.0 0.0 -0.18
H 2.711303 -1.535055 1.963204 0.1 0.0 0.0 0.07
H 3.556513 -0.198097 1.203250 0.0 0.0 0.0 0.08
H 0.705737 0.152596 2.249821 0.0 0.3 -0.2 0.06
H 1.670162 -0.642398 4.218565 0.0 0.0 0.1 0.08
H 2.046428 1.101675 4.333009 -0.2 -0.1 0.1 0.06
H 3.280540 -0.044415 3.798503 0.0 0.1 0.1 0.08
H 2.971863 -2.777012 -2.385732 -0.5 0.0 0.0 -0.11
H 1.830269 -3.870553 1.372037 -0.1 -0.1 0.1 0.04
H 2.615905 -6.246366 -1.769709 0.1 -0.1 0.1 0.08
```
Positions in Å, forces in eV/Å.

Output
gap between HOMO and LUMO	8.4	eV
calculated total energy	-69909.612	eV
strongest force on any atom	1.35	eV Å⁻¹
total charge	0
SMILES string	CC(C)=CCC[C@H](C)CC[Si@](S)(C[C@@H](C)Cl)PP(=O)(O)O
LUMO level	0.007	hartree
HOMO energy	-8.2	eV


Record 2
This record from the OMol25 dataset describes a cluster of 2 separate species, C13H29N3O4 in total. The level of theory is ωB97M-V/def2-TZVPD.

```
49
Properties=species:S:1:pos:R:3:forces:R:3:lowdin_charge:R:1
N 1.780426 -2.235816 0.311390 0.4 0.6 -0.1 -0.04
C 1.635460 -0.738661 0.361300 -0.5 0.6 -0.6 -0.29
C 0.211092 -0.226382 -0.183115 -0.1 -0.7 -0.5 -0.19
C 0.251555 0.030098 -1.777780 -0.1 -0.3 0.5 -0.22
C -1.126696 0.579711 -2.375395 0.1 1.4 0.4 -0.16
C -1.560206 1.931082 -1.572871 2.0 -0.7 -1.6 -0.18
O -2.497607 1.594041 -0.520693 -2.3 1.1 -0.3 -0.05
C -3.831197 1.594027 -0.967999 -1.0 -0.2 -4.4 -0.41
O -4.098252 1.497423 -2.198071 1.4 0.3 4.2 0.05
N -4.996901 1.761304 -0.067664 2.9 -0.1 0.8 0.03
C -5.159922 0.604120 0.862724 -0.6 -1.0 1.5 -0.22
C -5.819811 -0.702001 0.216441 -0.5 0.5 0.2 -0.19
C -6.695225 -0.454707 -1.095250 0.3 -0.6 -0.5 -0.27
N -7.187454 -1.821048 -1.544174 0.6 0.3 0.2 -0.06
H 2.707297 -2.455613 0.724306 -0.9 0.1 -0.5 0.06
H 1.799409 -2.567854 -0.669119 0.1 0.4 0.8 0.06
H 1.745982 -0.416247 1.456185 0.0 -0.5 -1.6 0.11
H 2.448324 -0.236579 -0.274147 -1.3 -0.6 1.2 0.09
H -0.119691 0.706969 0.395546 0.5 -1.3 -0.9 0.10
H -0.576028 -1.043603 -0.019737 1.0 1.1 0.1 0.11
H 0.508602 -0.952927 -2.301046 -0.3 1.2 0.7 0.11
H 1.124250 0.743622 -1.965858 -1.3 -0.7 0.0 0.11
H -2.005007 -0.136369 -2.280185 1.3 0.7 -0.2 0.11
H -1.007700 0.899191 -3.469714 -0.1 -0.7 1.5 0.12
H -0.571310 2.333787 -1.137871 -1.9 -0.6 0.0 0.13
H -1.923648 2.743395 -2.287944 -0.1 -1.3 1.1 0.13
H -4.717187 2.558470 0.543097 -0.4 -0.6 -0.5 0.13
H -5.865753 0.961912 1.700892 1.1 -0.4 -1.4 0.12
H -4.194248 0.282501 1.396683 -1.2 0.6 -0.8 0.12
H -5.036589 -1.518470 0.053286 -1.0 1.2 -0.1 0.11
H -6.547240 -1.124056 1.009154 1.1 0.6 -1.2 0.12
H -7.573353 0.271664 -0.931277 1.3 -1.2 0.1 0.12
H -6.113600 -0.047357 -1.987523 -0.5 -0.2 1.6 0.10
H -6.913983 -2.520920 -0.832379 -0.3 0.5 -0.7 0.05
H -6.702855 -2.085466 -2.419387 -0.4 0.2 0.9 0.06
C 7.149663 -1.343474 2.432462 -0.1 0.0 0.2 -0.07
C 6.979829 -0.826753 1.018686 0.1 -0.1 0.2 -0.23
O 5.607546 -0.506410 0.748473 -0.2 -0.3 -0.5 0.00
C 5.034470 0.674306 1.034775 -0.6 0.5 0.2 -0.51
C 5.747270 1.628424 1.953685 0.4 0.4 -0.2 0.01
O 3.927597 0.930883 0.618065 1.2 -0.2 0.2 0.08
H 6.875635 -0.589164 3.172937 0.1 0.0 -0.1 0.07
H 8.184860 -1.642312 2.610981 -0.1 0.0 0.0 0.08
H 6.499779 -2.205720 2.603376 0.1 0.0 -0.1 0.09
H 7.631559 0.022317 0.800197 -0.1 0.0 0.1 0.11
H 7.253549 -1.614505 0.313394 -0.3 0.1 0.0 0.12
H 5.419349 1.450806 2.979131 0.0 0.0 -0.1 0.10
H 5.485747 2.648016 1.664830 -0.2 -0.2 0.1 0.09
H 6.832211 1.564347 1.897203 0.0 -0.1 0.2 0.07
```
Positions in Å, forces in eV/Å.

Output
gap between HOMO and LUMO	9.3	eV
calculated total energy	-26609.122	eV
strongest force on any atom	4.50	eV Å⁻¹
total charge	0
SMILES string	NCCCCCOC(=O)NCCCN.CCOC(C)=O
LUMO level	0.023	hartree
relative energy (zero: lowest compared OMol25 entry of this formula, charge and spin)	2.6975	eV
HOMO energy	-8.7	eV


Record 3
This record from the OMol25 dataset describes a structure of composition C13H30BIN5O3. The level of theory is ωB97M-V/def2-TZVPD.

```
53
Properties=species:S:1:pos:R:3:forces:R:3:lowdin_charge:R:1
C -0.023109 0.107880 0.975990 0.0 0.1 0.0 -0.05
C -0.846134 1.296755 0.496541 0.3 0.4 -0.1 -0.22
O -2.217784 1.224048 0.901443 0.2 -0.6 0.1 0.03
B -2.966483 0.145055 0.555246 -0.2 0.3 0.3 -0.90
O -3.462880 -0.759499 1.443062 -0.2 -0.3 -0.5 0.20
N -3.405320 0.022671 -0.855561 0.3 0.2 -0.3 -0.26
I -3.904587 1.793251 -1.773771 0.1 0.0 -0.1 1.11
C -3.605183 -1.093285 -1.577784 -0.2 -0.2 0.0 -0.39
N -4.220294 -1.143812 -2.776233 -0.1 0.0 0.1 0.14
C -4.222334 -2.409423 -3.121471 0.0 -0.1 0.2 -0.06
N -3.623915 -3.192281 -2.221441 0.0 0.4 -0.1 0.01
C -3.441090 -4.642356 -2.241952 -0.1 -0.1 -0.2 -0.06
C -2.369447 -5.041464 -3.250325 -0.1 -0.1 0.2 -0.42
C -2.273266 -6.552479 -3.347144 0.0 0.0 0.0 -0.03
O -1.155656 -4.430340 -2.835779 0.0 0.1 0.1 -0.02
N -3.191037 -2.331653 -1.244001 0.0 -0.2 0.2 0.00
N -2.386248 -2.763855 -0.176148 0.1 0.1 -0.1 0.18
H 0.053301 -0.683961 0.225565 -0.1 -0.1 0.0 0.07
H 0.993612 0.431424 1.194949 0.1 0.0 -0.1 0.08
H -0.428960 -0.284717 1.908867 0.0 0.0 0.0 0.09
H -0.769919 1.414760 -0.588604 -0.1 0.0 0.0 0.11
H -0.445212 2.203843 0.939099 -0.1 0.1 0.0 0.12
H -2.877230 -1.402778 1.846890 0.0 0.2 0.4 0.11
H -4.668346 -2.812182 -4.015495 0.0 0.0 0.0 0.16
H -4.409067 -5.089013 -2.465567 0.0 0.0 -0.1 0.15
H -3.166351 -5.001648 -1.252472 0.0 0.1 0.1 0.13
H -2.642148 -4.620110 -4.220464 0.2 0.1 0.0 0.15
H -1.306690 -6.832374 -3.764136 0.0 0.0 -0.1 0.10
H -3.045980 -6.960309 -3.995373 0.0 0.0 0.0 0.10
H -2.377019 -7.019536 -2.365215 0.1 0.0 0.0 0.09
H -0.573939 -5.101463 -2.464152 0.1 0.0 -0.1 0.10
H -2.061000 -3.693556 -0.421293 0.1 0.0 0.0 0.09
H -1.547261 -2.181469 -0.202731 0.0 0.0 -0.1 0.10
C 2.230683 3.710750 0.212836 0.0 0.0 0.0 -0.12
C 3.671173 4.135622 0.476023 0.0 0.0 0.0 -0.26
C 4.447887 3.139900 1.335965 0.0 0.0 0.0 -0.23
C 3.878717 2.922060 2.739690 0.0 0.0 0.0 -0.23
C 3.756237 4.188058 3.586642 0.0 0.0 0.0 -0.27
C 5.092874 4.871855 3.854326 0.0 0.0 0.0 -0.11
H 1.660389 3.639365 1.141691 0.0 0.0 0.0 0.06
H 1.718371 4.426029 -0.431870 0.0 0.0 0.0 0.07
H 2.203036 2.734709 -0.281316 0.0 0.0 0.0 0.07
H 3.679024 5.123798 0.942458 0.0 0.0 0.0 0.10
H 4.190015 4.248931 -0.478787 0.0 0.0 0.0 0.11
H 5.486367 3.470910 1.410044 0.0 0.0 0.0 0.10
H 4.479252 2.174503 0.819325 0.0 0.0 0.0 0.11
H 4.516984 2.204586 3.264554 0.0 0.0 0.0 0.11
H 2.894141 2.448239 2.667645 0.0 0.0 0.0 0.09
H 3.294503 3.921701 4.540727 0.0 0.0 0.0 0.10
H 3.072688 4.895179 3.108038 0.0 0.0 0.0 0.10
H 5.781591 4.193733 4.362380 0.0 0.0 0.0 0.08
H 4.962733 5.749582 4.487628 0.0 0.0 0.0 0.07
H 5.570310 5.204363 2.931459 0.0 0.0 0.0 0.07
```
Positions in Å, forces in eV/Å.

Output
gap between HOMO and LUMO	8.8	eV
calculated total energy	-36332.501	eV
strongest force on any atom	0.62	eV Å⁻¹
total charge	+1
LUMO level	-0.126	hartree
HOMO energy	-12.3	eV


Record 4
This record from the OMol25 dataset describes a structure of composition C13H30ClI2OP2Tl. The level of theory is ωB97M-V/def2-TZVPD.

```
50
Properties=species:S:1:pos:R:3:forces:R:3:lowdin_charge:R:1
I 0.113911 1.822484 2.636008 -0.4 0.3 -0.9 0.45
I 2.121258 1.541419 -1.524881 -0.7 0.7 0.0 0.76
Tl -0.905897 1.220634 -0.235600 -0.7 0.0 0.4 0.22
P 0.721023 3.953743 -0.253091 1.0 3.0 -0.6 0.65
C 2.221970 4.721242 0.483288 0.1 -1.1 0.3 -0.25
C 0.740092 4.709343 -1.926849 -0.1 -1.0 -0.2 -0.27
H -1.558413 4.680098 0.141841 0.1 0.3 0.2 0.04
H -0.402074 6.060752 0.213280 0.2 -0.4 -0.1 0.08
H -0.534366 4.912577 1.601222 -0.1 0.0 -0.3 0.04
C -0.579634 5.017520 0.510486 -0.7 -1.1 0.4 -0.24
H -0.159122 4.368671 -2.455805 0.2 0.2 -0.1 0.06
H 0.732311 5.802434 -1.827797 0.0 -0.3 0.1 0.08
H 2.208748 5.798199 0.256541 -0.2 -0.4 0.0 0.08
H 3.108534 4.246795 0.046857 -0.1 0.3 0.2 0.04
H 1.636970 4.371418 -2.457172 -0.3 0.2 0.0 0.02
H 2.194748 4.556569 1.568105 0.2 0.1 -0.3 0.05
C 2.700868 1.687980 1.218113 1.4 -1.8 1.3 -0.39
O 3.368943 0.919492 1.741444 -1.2 1.6 -1.1 0.05
Cl -2.868658 2.336302 -1.495890 1.9 -0.7 1.1 0.00
C -2.795111 -1.108874 1.417437 -0.1 0.0 -0.1 -0.12
C -1.556256 -2.018799 1.342441 -0.1 0.8 0.7 -0.52
C -1.981318 -3.459698 1.050451 -0.1 -0.4 0.0 -0.08
P -0.263327 -1.309879 0.236250 -0.9 -1.4 -1.3 1.00
C 1.358431 -1.958480 0.870628 0.4 0.8 0.2 -0.50
C 1.288627 -3.390386 1.420397 -0.4 -0.1 -0.1 -0.07
C 2.514237 -1.861587 -0.125207 0.3 0.4 -0.3 -0.12
C -0.606442 -1.856828 -1.521492 0.0 0.4 0.4 -0.53
C -0.251110 -3.314911 -1.791654 -0.1 -0.3 -0.2 -0.08
C -2.053473 -1.546167 -1.973515 0.2 -0.1 0.0 -0.10
H -3.323353 -1.041681 0.456636 0.1 -0.1 0.2 0.08
H -2.532220 -0.096737 1.745529 -0.1 -0.1 0.1 0.03
H -3.490118 -1.527873 2.154917 0.1 0.2 -0.2 0.11
H -1.074333 -1.981267 2.337563 -0.1 0.0 -0.3 0.12
H -2.572044 -3.533979 0.131563 0.1 0.0 0.2 0.08
H -1.159978 -4.180717 1.007127 -0.2 0.2 0.0 0.07
H -2.632236 -3.781800 1.874095 0.1 0.1 -0.2 0.11
H 1.552096 -1.279507 1.719871 0.0 -0.1 -0.2 0.10
H 1.085755 -4.115349 0.619111 0.0 0.2 0.3 0.09
H 2.276383 -3.624421 1.823621 -0.1 0.1 0.0 0.11
H 0.558610 -3.495410 2.225847 0.2 -0.1 -0.1 0.08
H 2.598956 -0.860842 -0.589938 0.0 -0.8 0.3 -0.05
H 3.452076 -2.054439 0.422330 -0.3 0.0 -0.3 0.11
H 2.426903 -2.617361 -0.922418 0.1 0.3 0.3 0.08
H 0.078784 -1.231728 -2.114569 -0.1 -0.1 0.0 0.09
H -0.841391 -4.023476 -1.195704 0.2 0.3 -0.2 0.08
H -0.487095 -3.493898 -2.846978 0.1 -0.1 0.2 0.10
H 0.813296 -3.510558 -1.651189 -0.2 -0.1 0.0 0.06
H -2.366064 -0.495082 -1.839978 0.1 -0.4 0.0 0.01
H -2.095466 -1.758491 -3.052341 -0.1 0.1 0.3 0.11
H -2.784029 -2.197446 -1.470933 0.3 0.3 -0.2 0.08
```
Positions in Å, forces in eV/Å.

Output
gap between HOMO and LUMO (alpha / beta)	5.5 / 4.9	eV
calculated total energy	-67993.248	eV
strongest force on any atom	3.23	eV Å⁻¹
total charge	+2
LUMO level (alpha / beta)	-0.374 / -0.383	hartree
relative energy (zero: lowest compared OMol25 entry of this formula, charge and spin)	0.0000	eV
HOMO energy (alpha / beta)	-15.7 / -15.3	eV


> Look up the total charge of the third one.

+1


> Number 4 is which compound?

C13H30ClI2OP2Tl


> Which formula does entry 1 have?

C13H29ClO3P2SSi